Entry 1:
The following is a quantum chemistry calculation of a cluster of 7 separate species, C28H47Br12N3O3 in total in a non-equilibrium geometry, from OMol25.

Structure (ORCA input):
```
! RIJCOSX wB97M-V def2-TZVPD def2/J DEFGRID3
* xyz 0 1
H -3.42434 3.54866 -0.91879
N -3.79265 3.63642 -1.87153
C -3.32092 2.69458 -2.57471
C -2.33482 1.61983 -2.11626
C -2.96188 0.48168 -1.31706
O -3.96976 -0.16207 -2.09751
C -3.62814 0.80247 0.04400
O -3.89924 1.86180 0.56987
N -3.84740 -0.46245 0.64967
C -2.78657 -1.36638 0.12637
C -1.87034 -0.49252 -0.77795
C -0.68850 0.20003 -0.04795
C 0.00587 -0.72084 0.96581
C 1.52644 -0.42131 1.15471
N 1.92607 0.92473 0.73011
C 2.78914 1.63203 1.68721
C 2.00389 2.74474 2.38167
C 0.75449 2.43665 2.87150
C -0.01092 3.38377 3.50718
C 0.51261 4.64616 3.66970
C 1.75715 4.95006 3.19991
C 2.51996 4.00083 2.54650
O 3.78675 4.32055 2.08322
H -3.62145 2.67406 -3.63060
H -1.49678 2.11436 -1.61594
H -1.92102 1.16362 -3.02680
H -4.82207 0.19549 -1.81653
H -3.70488 -0.28766 1.64201
H -3.28359 -2.04785 -0.57236
H -2.31057 -1.96479 0.91107
H -1.43616 -1.04348 -1.62208
H -1.10638 1.07407 0.47352
H -0.02265 0.59362 -0.81924
H -0.09281 -1.75651 0.62041
H -0.51291 -0.60389 1.91872
H 1.73288 -0.56228 2.21964
H 2.09194 -1.17536 0.58895
H 2.36281 0.89539 -0.17883
H 3.25006 0.95346 2.41810
H 3.62060 2.08420 1.13507
H 0.33944 1.44033 2.76168
H -0.99948 3.11683 3.86541
H -0.04355 5.43084 4.17472
H 2.18083 5.94546 3.31483
H 4.26796 4.62071 2.86368
Br -7.36818 -0.11023 -3.09572
C -6.27036 -1.40515 -4.04913
C -6.51850 -2.80836 -3.56254
Br -5.64625 -3.11363 -1.85249
H -5.23774 -1.09163 -3.92422
H -6.55543 -1.30747 -5.09496
H -6.07724 -3.53042 -4.24690
H -7.57086 -3.03775 -3.42743
Br 4.01538 8.03830 1.45871
C 4.68004 6.81359 0.09646
C 5.68001 7.48098 -0.80707
Br 4.81494 8.64554 -2.10077
H 3.81285 6.43424 -0.43433
H 5.14577 6.00082 0.64806
H 6.20587 6.73849 -1.40215
H 6.40075 8.08935 -0.26891
Br -2.30676 -5.14014 -0.49947
C -3.88616 -6.26669 -0.38453
C -3.51005 -7.70357 -0.13885
Br -2.84759 -8.55949 -1.75831
H -4.44731 -6.11848 -1.30202
H -4.45975 -5.87545 0.45382
H -4.38375 -8.28286 0.15362
H -2.73467 -7.81394 0.61369
Br 0.10818 -6.90045 1.65705
C 0.94437 -8.14078 0.41083
C 2.07152 -7.48576 -0.34139
Br 1.40679 -6.31495 -1.74633
H 0.15753 -8.51389 -0.23924
H 1.31983 -8.95569 1.02681
H 2.67303 -8.23415 -0.85349
H 2.71116 -6.88266 0.29547
Br 1.19876 -3.55496 3.58963
C 0.04521 -2.92599 5.02468
C -1.39458 -3.30678 4.79902
Br -2.26070 -2.17676 3.46845
H 0.19629 -1.85344 5.10100
H 0.42370 -3.40911 5.92321
H -1.96926 -3.15670 5.71082
H -1.51548 -4.33118 4.46040
Br 5.22723 5.69295 -4.45428
C 7.08696 5.17335 -4.70714
C 7.44769 3.95906 -3.89140
Br 7.71105 4.39350 -2.01213
H 7.69103 6.04332 -4.46853
H 7.17633 4.95179 -5.76874
H 8.40035 3.54913 -4.22078
H 6.68886 3.18405 -3.92966
*
```

For the gap between HOMO and LUMO, the calculation gives 8.89 eV. The total energy comes out at -32373.25027 hartree. As for the SMILES: [H]/N=C\C[C@]1(O)C(=O)NC[C@@H]1CCCNCc1ccccc1O.BrCCBr.BrCCBr.BrCCBr.BrCCBr.BrCCBr.BrCCBr. The calculation puts the HOMO energy at -8.66 eV. The calculation puts the LUMO energy at 0.230 eV. The largest force on an atom comes out at 0.0400 Eh/bohr.

Atomic partial charges in e from the Löwdin method, atoms 1 to 5: number 1, H, carries 0.038; number 2, N, carries 0.106; number 3, C, carries -0.235; number 4, C, carries -0.089; number 5, C, carries -0.399

=====

Entry 2:
The following is a quantum chemistry calculation of a structure of composition C16H12Cl6N3O2S2Y, from OMol25.

Structure (ORCA input):
```
! RIJCOSX wB97M-V def2-TZVPD def2/J DEFGRID3
* xyz 0 1
Y -0.49698 0.58808 1.10623
Cl 5.80631 -3.21970 1.06647
C 4.43182 -2.25580 0.68343
C 3.90480 -1.38110 1.62972
Cl 4.61610 -1.25153 3.19079
C 2.80070 -0.60994 1.29984
Cl 2.09234 0.45405 2.50479
C 2.17884 -0.65561 0.03941
O 1.15103 0.09047 -0.22804
C 2.72804 -1.55749 -0.88662
Cl 1.98302 -1.64241 -2.44112
C 3.82877 -2.34074 -0.57179
Cl 4.46252 -3.43051 -1.74382
O -2.23136 1.73081 -0.35751
S -2.96360 2.06754 0.92088
N -2.32523 1.61900 2.16558
Cl -1.59990 -1.28236 -1.02826
C -2.82623 -1.51010 0.22722
C -4.16045 -1.48397 -0.15420
C -5.14056 -1.56681 0.81384
C -4.76401 -1.66678 2.15498
C -3.43348 -1.69801 2.50637
C -2.39950 -1.62837 1.55094
C -0.97629 -1.60441 1.94707
H -4.41196 -1.39108 -1.20181
H -6.18375 -1.55116 0.53048
H -5.52074 -1.72360 2.92623
H -3.15246 -1.76676 3.55003
H -0.36841 -2.27003 1.32460
H -0.83899 -1.87307 2.99354
S 0.55962 3.32163 0.70628
C 0.86159 3.11872 -0.95677
N 0.05277 2.54465 -1.84282
C 0.69602 2.33910 -3.13192
C 1.98240 3.18552 -2.99506
N 1.97834 3.51543 -1.57536
H -0.84788 2.17311 -1.56637
H 0.06590 2.69367 -3.94581
H 0.91472 1.28032 -3.28349
H 1.94549 4.08777 -3.60758
H 2.87113 2.61515 -3.26058
H 2.72953 3.93632 -1.05978
*
```

For the gap between HOMO and LUMO, the calculation gives 7.43 eV. The total energy comes out at -4527.64620 hartree. The calculation puts the HOMO energy at -7.63 eV. The calculation puts the LUMO energy at -0.198 eV. For the energy above the lowest of the compared OMol25 structures with the same formula, charge and spin, the calculation gives 0.0464 eV. The largest force on an atom comes out at 0.0167 Eh/bohr.

Atomic partial charges in e from the Löwdin method, atoms 1 to 5: number 1, Y, carries 1.180; number 2, Cl, carries 0.675; number 3, C, carries -0.715; number 4, C, carries -0.702; number 5, Cl, carries 0.697